No. 1
C3H4LiO3Pd | ωB97M-V/def2-TZVPD

CARTESIAN COORDINATES (ANGSTROEM)
H: -1.75609 -0.65784 1.39060
C: -1.42033 -0.55582 0.34124
C: -0.19786 -1.39334 0.09329
O: 0.93858 -0.56906 0.22942
C: 2.08483 0.10571 -0.66345
O: 2.72155 0.90723 0.21198
Pd: 0.39147 1.17199 0.35112
O: -1.27522 0.82922 0.03657
H: -2.21676 -1.01889 -0.27348
H: -0.20030 -1.72813 -0.95983
H: 3.58781 1.19699 -0.10547
Li: -2.65767 1.71194 -0.65197

The calculation puts the LUMO energy (alpha / beta) at -4.28 / -4.43 eV. The expectation value of S² is 2.008. For the HOMO energy (alpha / beta), the calculation gives -11.845 / -13.009 eV. The value obtained for the HOMO-LUMO gap (alpha / beta) is 7.6 / 8.6 eV. As for the spin multiplicity: 3. The relative energy (zero: lowest compared OMol25 entry of this formula, charge and spin) comes out at 73.45 kcal/mol. As for the total charge: +1.

No. 2
C3H4LiO3Ru | ωB97M-V/def2-TZVPD

CARTESIAN COORDINATES (ANGSTROEM)
C: -0.13486 -0.62965 -1.23624
C: 0.23253 0.13207 0.02362
O: -0.98081 0.45935 0.73091
C: -0.91398 1.10189 1.86952
O: 0.21662 1.44388 2.32827
O: 0.49184 -1.79447 -1.36244
H: -1.23965 -0.70164 -1.33537
H: 0.77369 1.05466 -0.23000
H: 0.88193 -0.48590 0.66025
Ru: -1.14662 2.06957 3.56178
Li: 1.51785 -2.52341 -2.59588
H: 0.30146 -0.12636 -2.41444

The calculation puts the LUMO energy (alpha / beta) at -8.24 / -10.44 eV. The expectation value of S² is 8.764. For the HOMO energy (alpha / beta), the calculation gives -16.329 / -18.181 eV. The value obtained for the HOMO-LUMO gap (alpha / beta) is 8.1 / 7.7 eV. As for the spin multiplicity: 6. The relative energy (zero: lowest compared OMol25 entry of this formula, charge and spin) comes out at 28.32 kcal/mol. As for the total charge: +2.

No. 3
C3H4LiO3Sr | ωB97M-V/def2-TZVPD

CARTESIAN COORDINATES (ANGSTROEM)
C: 0.27447 -2.72510 0.30320
C: 0.67684 -1.67260 1.09228
H: -0.07338 -2.62685 -0.72908
H: 1.37105 -1.87341 0.06705
H: 0.94896 -1.95158 2.11756
O: -0.09334 2.16621 -1.02842
C: -0.90945 2.95932 -0.46516
O: -1.50902 2.63716 0.58066
O: -1.10162 4.12743 -0.97887
Li: 0.98281 2.05170 -2.55259
Sr: -0.50839 0.57476 0.84089
H: -0.05892 -3.66705 0.75249

The calculation puts the LUMO energy (alpha / beta) at -8.06 / -10.21 eV. The expectation value of S² is 0.754. For the HOMO energy (alpha / beta), the calculation gives -18.086 / -18.082 eV. The value obtained for the HOMO-LUMO gap (alpha / beta) is 10.0 / 7.9 eV. As for the spin multiplicity: 2. As for the total charge: +2.

No. 4
C3H4LiO3Tl | ωB97M-V/def2-TZVPD

CARTESIAN COORDINATES (ANGSTROEM)
O: 0.50573 -1.33432 -2.83672
C: 1.47837 -0.65123 -2.49600
C: 1.57656 0.01965 -1.17322
Li: -0.91859 -1.88689 -1.72244
H: 2.04514 -0.91268 -0.68164
H: 0.69657 0.66943 -1.04930
H: 2.41055 0.73809 -1.17482
O: -0.74363 -1.36782 0.07922
C: -1.28786 -0.43793 0.69544
Tl: -3.39823 -0.09259 2.81589
O: -1.49341 -0.26558 1.89401
H: 2.15283 -0.25771 -3.28244

The calculation puts the LUMO energy (alpha / beta) at -3.62 / -3.98 eV. The expectation value of S² is 0.753. For the HOMO energy (alpha / beta), the calculation gives -11.708 / -14.181 eV. The value obtained for the HOMO-LUMO gap (alpha / beta) is 8.1 / 10.2 eV. As for the spin multiplicity: 2. The relative energy (zero: lowest compared OMol25 entry of this formula, charge and spin) comes out at 3.39 kcal/mol. As for the total charge: +1.

No. 5
C3H4LiO4Yb | ωB97M-V/def2-TZVPD

CARTESIAN COORDINATES (ANGSTROEM)
H: -0.27492 -1.23378 -1.29625
C: 0.58903 -0.97618 -0.68263
C: 1.20690 -1.84032 0.30816
O: 1.80712 -1.52244 -0.96279
H: 1.68908 -1.39335 1.17782
H: 0.83318 -2.86085 0.41033
O: -1.05339 0.55851 1.03997
C: -0.29003 1.16929 0.32253
O: 0.59103 0.45404 -0.51578
Yb: -2.90282 0.49334 2.66398
H: 0.22638 1.47352 -1.36808
Li: -1.84010 3.57182 -0.59032
O: -0.58147 2.10640 -0.50693

The calculation puts the LUMO energy (alpha / beta) at -8.23 / -8.30 eV. The expectation value of S² is 0.751. For the HOMO energy (alpha / beta), the calculation gives -13.187 / -16.796 eV. The value obtained for the HOMO-LUMO gap (alpha / beta) is 5.0 / 8.5 eV. As for the spin multiplicity: 2. The relative energy (zero: lowest compared OMol25 entry of this formula, charge and spin) comes out at 56.89 kcal/mol. As for the total charge: +2.

No. 6
C3H4LuO2 | ωB97M-V/def2-TZVPD

CARTESIAN COORDINATES (ANGSTROEM)
O: -3.02471 1.00042 -0.06269
C: -2.29594 0.06133 0.22398
O: -0.88810 0.36136 -0.12812
C: 0.14323 -0.66779 -0.03772
C: 1.48066 0.05015 0.01492
Lu: 0.46313 2.16878 0.01489
H: 0.01519 -1.29890 -0.93191
H: -0.04986 -1.29715 0.84582
H: 2.10683 -0.17518 -0.86169
H: 2.04957 -0.20303 0.92253

The calculation puts the LUMO energy (alpha / beta) at -0.76 / -2.20 eV. The expectation value of S² is 0.753. For the HOMO energy (alpha / beta), the calculation gives -7.061 / -7.014 eV. The value obtained for the HOMO-LUMO gap (alpha / beta) is 6.3 / 4.8 eV. As for the spin multiplicity: 2. The relative energy (zero: lowest compared OMol25 entry of this formula, charge and spin) comes out at 0.00 kcal/mol. As for the total charge: 0.

> Look up the total charge of the first one.

+1